No. 1
C3H2FLiNiO3 as an isolated structure, computed with the ωB97M-V functional and the def2-TZVPD basis.

```
11
Properties=species:S:1:pos:R:3:forces:R:3
O 0.805301 -1.459245 0.780463 -1.0 -1.0 -0.1
C 1.111286 -0.322074 0.420215 0.8 1.9 1.4
C -1.020855 0.627979 1.122396 0.8 -0.4 0.1
O 0.003155 0.636534 0.270897 -0.1 -0.3 -0.2
O 2.209851 0.218526 0.322133 -0.8 -1.0 -0.6
C -0.964329 0.647863 2.454617 -0.1 -0.2 0.1
Li -0.720242 -2.168407 1.532700 0.6 0.6 -0.2
F -2.190059 0.591573 0.480101 -0.1 0.1 -0.1
H -1.883600 0.696843 3.036100 0.3 0.0 -0.2
H 0.008557 0.712268 2.939292 -0.3 0.0 -0.1
Ni 2.748239 2.160933 0.322574 0.0 0.3 0.0
```
Positions in Å, forces in eV/Å.

Output
**2S+1**: 3
**Kohn-Sham gap (spin up / spin down)**: 0.12236 / 0.18544 Eh
**Energy relative to the best compared isomer or geometry (same formula, charge and spin)**: 0.0 kcal per mole
**Maximum force**: 0.0491 hartree/bohr
**HOMO energy (spin up / spin down)**: -4.817 / -6.546 eV
**Electronic energy**: -53249.2986 eV

Atom charges from the Mulliken analysis, given in e for atoms 1 to 6: number 1, O, carries -0.706; number 2, C, carries 0.602; number 3, C, carries 0.267; number 4, O, carries -0.320; number 5, O, carries -0.425; number 6, C, carries -0.676

---

No. 2
C31H57N2O2P2RuS as an isolated structure, computed with the ωB97M-V functional and the def2-TZVPD basis.

```
96
Properties=species:S:1:pos:R:3:forces:R:3
C 2.210361 -1.291850 -0.873814 0.0 -0.2 0.4
C 1.207146 0.559412 -1.916076 0.1 0.2 -0.2
C 3.190112 -1.342920 -1.864898 -0.1 -0.2 -0.1
C 2.092740 0.480243 -2.991331 -0.7 0.3 0.2
C 3.107646 -0.468977 -2.945591 0.3 -0.2 0.1
H 3.965240 -2.102998 -1.773678 -0.2 0.2 -0.3
H 1.965306 1.175650 -3.819383 0.2 -0.2 0.1
H 3.828194 -0.528514 -3.757324 -0.1 0.0 0.1
N 1.308155 -0.303254 -0.884150 -0.7 0.1 0.5
P 0.342511 -2.406244 0.876971 1.0 -2.1 0.2
P -0.212807 2.170480 -0.066786 0.2 2.0 -0.8
C 2.079821 -2.329938 0.228388 0.4 0.5 -0.2
H 2.420004 -3.313546 -0.133709 -0.2 0.3 0.1
H 2.735484 -2.054797 1.072118 -0.2 0.0 -0.2
C -1.562991 -0.228956 1.902532 -5.6 0.2 6.5
O -2.361976 -0.288616 2.757307 3.1 0.1 -3.6
C 0.091404 1.529426 -1.802870 0.0 -0.5 0.3
H 0.062155 2.275372 -2.588668 -0.3 -0.2 -0.2
C -1.813675 3.206687 -0.146765 -0.3 -0.2 0.0
C 1.246138 3.357001 0.133868 0.2 -0.1 0.1
C -0.583462 -3.519898 -0.356090 -0.3 0.2 -0.1
C 0.502347 -3.334410 2.521524 -0.2 0.2 0.3
C -2.971237 2.374736 0.428914 0.0 -0.1 0.0
H -2.821356 2.169941 1.495825 -0.1 0.1 -0.1
H -3.899899 2.954882 0.317533 0.3 -0.2 0.1
H -3.094074 1.421512 -0.097137 -0.1 0.2 0.1
C -1.732483 4.495080 0.680926 0.1 0.2 0.2
H -1.491403 4.289164 1.731193 -0.1 0.1 -0.2
H -1.021784 5.219316 0.267577 -0.2 -0.2 0.2
H -2.724226 4.973952 0.658630 0.3 -0.2 0.0
C -2.150375 3.572555 -1.595455 0.0 0.1 -0.1
H -3.061866 4.190721 -1.588172 0.2 -0.2 0.0
H -1.365447 4.166934 -2.079325 -0.2 -0.2 0.1
H -2.360049 2.678580 -2.194884 0.0 0.3 0.1
C 1.193004 4.012510 1.529649 -0.2 0.1 0.4
H 0.759536 3.328178 2.278958 0.1 0.6 -0.4
H 2.215830 4.245028 1.860530 -0.3 -0.1 -0.1
H 0.627900 4.951936 1.534951 0.2 -0.4 0.0
C 2.553669 2.552400 0.039229 0.1 -0.1 0.1
H 2.545899 1.696844 0.725957 0.1 0.1 -0.2
H 2.742625 2.197914 -0.979466 0.1 0.1 0.3
H 3.387430 3.210886 0.324688 -0.3 -0.2 -0.2
C 1.227129 4.420822 -0.984481 0.3 0.3 -0.2
H 0.684516 4.125396 -1.890687 0.2 0.1 0.2
H 0.821324 5.379250 -0.635369 0.1 -0.3 -0.2
H 2.264472 4.610768 -1.300080 -0.3 0.0 0.1
C -0.911904 -3.619528 3.052562 -0.1 -0.1 0.0
H -0.815412 -4.105030 4.034578 -0.1 0.1 -0.2
H -1.486022 -2.692513 3.190061 0.1 -0.3 0.0
H -1.483729 -4.295418 2.405586 0.2 0.2 0.2
C 1.231222 -2.445764 3.539391 0.0 0.3 0.1
H 2.274133 -2.264525 3.251625 -0.2 0.0 0.1
H 0.738158 -1.477786 3.673384 0.1 -0.3 0.0
H 1.237576 -2.960757 4.511662 0.0 0.1 -0.3
C 1.319869 -4.635330 2.416682 0.0 -0.3 -0.1
H 2.207902 -4.526868 1.780935 -0.1 -0.1 0.2
H 1.673378 -4.894354 3.425365 -0.1 0.1 -0.3
H 0.731146 -5.488286 2.067885 0.2 0.3 0.1
C -0.142575 -3.186922 -1.784749 0.1 0.3 -0.1
H 0.909891 -3.440309 -1.970012 -0.3 0.0 0.0
H -0.758210 -3.771095 -2.485563 0.2 0.2 0.2
H -0.296817 -2.125502 -2.007167 0.1 -0.3 -0.1
C -2.084723 -3.217028 -0.201625 -0.2 0.0 0.0
H -2.343445 -2.270781 -0.698423 -0.1 -0.4 0.1
H -2.662091 -4.031214 -0.667722 0.1 0.3 0.1
H -2.396112 -3.138138 0.849647 0.0 -0.1 -0.3
C -0.329133 -5.020342 -0.152438 0.1 -0.2 0.2
H 0.740420 -5.268544 -0.185759 -0.3 0.0 0.1
H -0.777741 -5.407890 0.769551 0.2 0.1 -0.3
H -0.809627 -5.554840 -0.986934 0.1 0.2 0.2
Ru -0.286555 -0.130133 0.591801 3.9 -1.2 -1.0
N -1.574796 -0.254226 -0.977064 -0.7 1.4 -3.3
C -1.413160 0.366610 -2.021119 -0.3 -1.0 0.9
C -2.059239 0.309973 -3.418236 0.2 0.5 -0.6
C -1.527701 1.351847 -4.394223 0.2 0.3 -0.1
C -1.718630 -1.056870 -4.005628 0.3 -0.6 0.3
C -3.576244 0.457817 -3.221885 -0.6 0.0 0.4
H -1.721115 2.376986 -4.068304 0.0 -0.1 -0.1
H -0.452357 1.223388 -4.563434 -0.2 0.0 -0.1
H -2.034108 1.214974 -5.358789 0.1 0.0 0.3
H -2.073174 -1.858986 -3.349374 0.0 0.1 -0.2
H -2.197386 -1.176498 -4.985479 0.1 0.2 0.2
H -0.633680 -1.157990 -4.140675 -0.2 -0.1 -0.1
H -4.005193 1.153204 -3.954883 0.2 -0.2 0.2
H -4.058732 -0.519849 -3.343293 0.0 0.3 0.1
H -3.828919 0.823179 -2.217699 -0.1 0.0 -0.3
C 0.671751 0.878689 4.779594 0.2 0.1 0.4
S 1.640075 1.342044 3.344954 0.5 -0.7 0.2
C 3.288655 0.892332 3.902177 0.0 0.1 0.1
O 1.372231 0.257678 2.279620 -0.4 0.0 -0.4
H 0.575370 1.785390 5.389645 0.0 -0.2 0.0
H 1.193482 0.098425 5.344795 -0.3 0.1 -0.1
H -0.320859 0.543963 4.456575 0.3 0.2 0.0
H 3.948880 0.901503 3.025971 -0.2 0.1 0.2
H 3.616177 1.645686 4.626593 0.0 -0.2 -0.1
H 3.260077 -0.109052 4.348738 0.0 0.3 -0.1
```
Positions in Å, forces in eV/Å.

Output
**2S+1**: 5
**Kohn-Sham gap (spin up / spin down)**: 0.27915 / 0.19055 Eh
**Energy relative to the best compared isomer or geometry (same formula, charge and spin)**: 0.0 kcal per mole
**Maximum force**: 0.1670 hartree/bohr
**HOMO energy (spin up / spin down)**: -16.442 / -17.691 eV
**Electronic energy**: -72113.7245 eV
**Charge**: +3

Atom charges from the Mulliken analysis, given in e for atoms 1 to 6: number 1, C, carries -0.500; number 2, C, carries -0.368; number 3, C, carries -0.803; number 4, C, carries -0.394; number 5, C, carries -1.267; number 6, H, carries 0.637

---

No. 3
A 2-piece molecular cluster, C27H31ClF2N2O4 overall, computed with the ωB97M-V functional and the def2-TZVPD basis.

```
67
Properties=species:S:1:pos:R:3:forces:R:3
C 3.850509 0.065297 -0.384701 0.2 -0.2 -0.3
C 4.165928 -1.386455 -0.757623 -0.3 0.2 0.6
C 2.953932 -2.190981 -1.222794 0.0 -0.4 -0.5
C 2.646383 -2.066231 -2.722685 0.1 0.3 0.0
C 1.695240 -0.935006 -3.124548 0.3 -0.2 -0.2
C 0.200056 -1.269757 -3.010748 0.2 0.3 0.1
C -0.374675 -1.374241 -1.620945 0.1 0.1 0.0
C -0.338553 -0.267739 -0.733136 0.2 0.0 -0.2
C 0.195528 1.081817 -1.152126 -0.7 0.1 0.1
C -0.726056 2.237833 -0.724077 0.3 0.0 0.0
C -0.555080 3.480400 -1.592742 -0.3 0.6 0.0
C -1.215654 3.323498 -2.959318 0.1 -0.2 -0.1
C -1.121422 4.704391 -0.846653 0.2 -0.5 0.1
C -0.839073 -0.379014 0.550334 -0.1 0.0 0.4
C -1.410955 -1.564904 0.956703 0.2 -0.1 -0.3
C -1.496225 -2.626072 0.086628 -0.1 -0.2 0.4
C -0.997305 -2.540329 -1.192157 -0.2 -0.5 0.4
N -1.191791 -3.706490 -2.034316 0.7 0.6 -1.1
C -0.059397 -4.505410 -2.214514 0.0 -0.3 0.4
O 0.959509 -4.390301 -1.619354 -0.4 -0.2 -0.2
F -0.295045 -5.498420 -3.074031 0.1 0.3 0.2
C -2.019553 -3.483045 -3.154067 -0.3 -0.1 0.3
O -1.774866 -3.642432 -4.294604 -0.1 -0.1 -0.1
F -3.198315 -3.013431 -2.729205 0.2 0.1 0.0
C -2.155870 -3.762502 0.781931 0.0 0.1 0.2
O -2.312591 -4.887365 0.432274 -0.2 -0.1 -0.2
N -2.540683 -3.277618 2.101522 -0.3 0.6 -0.3
Cl -4.269961 -3.240693 2.261424 0.3 -0.4 0.2
C -2.034605 -1.922738 2.240253 0.1 -0.3 0.0
O -2.096559 -1.271323 3.235785 -0.3 0.0 0.0
H 3.736093 0.692932 -1.269466 -0.2 0.1 0.0
H 4.656642 0.500070 0.203876 0.0 0.0 0.1
H 2.935008 0.092480 0.205349 0.0 0.1 0.1
H 4.958385 -1.424432 -1.504816 0.1 -0.1 0.0
H 4.544084 -1.865752 0.147106 0.1 -0.1 0.0
H 2.065327 -1.933472 -0.641668 0.0 0.0 0.1
H 3.138390 -3.246113 -1.021582 0.0 0.0 0.1
H 3.595210 -1.880856 -3.232066 0.0 -0.1 -0.1
H 2.268877 -3.004849 -3.129149 0.0 0.0 0.1
H 1.871804 -0.730219 -4.182503 -0.1 0.1 -0.1
H 1.970451 -0.028771 -2.592636 -0.1 0.1 0.1
H -0.368529 -0.493464 -3.530049 0.0 0.0 -0.1
H 0.056175 -2.191745 -3.568819 -0.1 0.0 0.0
H 1.175274 1.237711 -0.703260 0.2 0.0 -0.3
H 0.256680 1.123539 -2.233782 0.3 0.0 -0.1
H -0.538093 2.522698 0.312989 0.0 -0.1 0.1
H -1.769583 1.917251 -0.774627 -0.1 0.0 0.0
H 0.507287 3.680389 -1.758882 0.1 -0.2 0.0
H -1.259587 4.278069 -3.480169 0.0 0.1 0.0
H -2.230129 2.929811 -2.878663 -0.1 0.1 0.1
H -0.657669 2.641902 -3.604410 0.0 -0.1 0.0
H -0.370982 5.085268 -0.154800 0.0 0.1 0.0
H -1.422876 5.494523 -1.528165 0.0 0.1 0.0
H -1.975885 4.400121 -0.240594 -0.2 0.1 -0.1
H -0.810276 0.455303 1.237437 0.0 0.1 0.0
C -0.357902 3.498024 6.304833 0.0 0.0 0.0
C -0.740256 2.416178 7.086096 0.0 0.0 0.0
C -1.215634 1.258366 6.485499 0.0 0.0 0.0
C -1.304981 1.174044 5.102077 0.0 0.0 0.0
C -0.919429 2.258549 4.324817 0.0 0.0 0.0
C -0.449174 3.419895 4.922373 0.0 0.0 0.0
H 0.010454 4.401711 6.773175 0.0 0.0 0.0
H -0.667489 2.476400 8.164490 0.0 0.0 0.0
H -1.517670 0.417440 7.096567 0.0 0.0 0.0
H -1.670444 0.273610 4.624148 0.1 0.2 0.1
H -0.988197 2.198366 3.244721 0.0 0.0 0.0
H -0.154205 4.264284 4.312047 0.0 0.0 0.0
```
Positions in Å, forces in eV/Å.

Output
**2S+1**: 1
**Kohn-Sham gap**: 0.30540 Eh
**Maximum force**: 0.0275 hartree/bohr
**HOMO energy**: -9.266 eV
**Electronic energy**: -57629.9439 eV

Atom charges from the Mulliken analysis, given in e for atoms 1 to 6: number 1, C, carries -0.861; number 2, C, carries -0.808; number 3, C, carries 0.003; number 4, C, carries -1.188; number 5, C, carries -0.629; number 6, C, carries -1.239

---

No. 4
One molecule with the formula C22H44O2, computed with the ωB97M-V functional and the def2-TZVPD basis.

```
68
Properties=species:S:1:pos:R:3:forces:R:3
C -10.204740 -2.041066 -0.734971 0.1 0.1 0.2
C -9.259893 -1.297828 0.201343 0.1 -0.1 -0.4
C -8.000755 -0.823900 -0.520307 -0.1 0.1 0.5
C -7.049019 -0.076743 0.410594 0.1 -0.1 -0.5
C -5.792173 0.397722 -0.314589 -0.1 0.1 0.5
C -4.839913 1.148247 0.613272 0.1 -0.1 -0.5
C -3.588524 1.628481 -0.118027 0.0 0.1 0.5
C -2.634319 2.371139 0.814444 0.1 0.1 -0.3
C -1.448216 3.009048 0.088975 0.0 -0.1 0.0
C -0.525452 2.025099 -0.631890 0.0 0.1 0.3
C 0.170752 1.043713 0.308108 0.0 0.0 -0.5
C 1.164668 0.155867 -0.437863 -0.1 0.0 0.5
C 1.900392 -0.804315 0.495760 0.1 0.0 -0.5
C 2.988757 -1.586964 -0.237203 0.0 0.0 0.5
C 3.854320 -2.400549 0.722469 0.0 -0.1 -0.3
C 5.077098 -3.026904 0.049102 0.0 0.1 0.0
C 6.125423 -2.021915 -0.436647 -0.1 -0.1 0.2
C 6.728773 -1.196245 0.698542 0.2 0.0 -0.3
C 7.950037 -0.379885 0.275424 -0.1 0.0 0.0
H 8.409505 0.048686 1.170577 0.1 0.0 0.0
C 7.656780 0.753659 -0.708467 0.0 0.0 0.2
C 6.702019 1.810551 -0.141737 0.0 -0.2 -0.1
C 5.258234 1.450864 -0.376936 0.0 0.0 -0.2
O 4.816225 0.993448 -1.398318 0.0 0.0 -0.2
O 4.481051 1.722290 0.677371 -0.3 0.2 0.6
H 3.557974 1.478241 0.489656 0.2 0.0 -0.2
H 6.864590 1.970114 0.924087 0.0 0.1 0.0
H 6.865234 2.759425 -0.659553 -0.1 0.0 0.1
H 7.225537 0.354870 -1.627424 0.1 0.1 -0.1
H 8.603242 1.233291 -0.965044 0.0 0.0 -0.1
H 8.683646 -1.049385 -0.180205 0.1 0.0 0.1
H 7.033178 -1.874832 1.500309 -0.1 0.0 0.1
H 5.976238 -0.522861 1.109519 -0.1 0.0 0.2
H 6.926489 -2.579996 -0.928605 0.0 0.0 -0.1
H 5.683581 -1.361165 -1.181624 0.0 0.0 -0.1
H 5.551823 -3.709586 0.759356 0.0 -0.1 0.0
H 4.741947 -3.620907 -0.804606 0.0 -0.1 0.0
H 3.247863 -3.199652 1.157281 0.0 0.0 0.1
H 4.181737 -1.763077 1.546038 0.0 0.0 0.1
H 3.612516 -0.886661 -0.791697 0.0 0.0 -0.1
H 2.527543 -2.255612 -0.967171 0.0 0.0 -0.1
H 2.353202 -0.239502 1.317393 0.0 0.0 0.1
H 1.184629 -1.497818 0.943997 0.0 0.0 0.1
H 1.890629 0.781358 -0.965671 0.0 0.0 -0.1
H 0.632642 -0.420607 -1.197830 0.0 0.0 -0.1
H 0.692069 1.603928 1.089870 0.0 0.0 0.1
H -0.570054 0.408923 0.796726 0.0 0.0 0.1
H -1.090908 1.469797 -1.381551 0.0 0.0 -0.1
H 0.236786 2.600728 -1.164123 0.0 0.0 -0.1
H -0.859070 3.572716 0.817254 0.0 0.1 0.0
H -1.832043 3.722283 -0.644876 0.0 0.1 0.0
H -2.273811 1.687480 1.584919 0.0 0.0 0.1
H -3.188458 3.165618 1.321366 0.0 0.0 0.1
H -3.083076 0.765308 -0.554169 0.0 0.0 -0.1
H -3.881378 2.291417 -0.935871 0.0 0.0 -0.1
H -5.359607 2.007277 1.044692 0.0 0.0 0.1
H -4.547614 0.493100 1.437670 0.0 0.0 0.1
H -6.078785 1.051761 -1.141733 0.0 0.0 -0.1
H -5.275085 -0.465073 -0.741567 0.0 0.0 -0.1
H -6.763435 -0.732200 1.237013 0.0 0.0 0.1
H -7.565894 0.785690 0.838581 0.0 0.0 0.1
H -7.484317 -1.687032 -0.947334 0.0 0.0 -0.1
H -8.285170 -0.168386 -1.347030 0.0 0.0 -0.1
H -8.976368 -1.954507 1.027165 0.0 0.0 0.1
H -9.776582 -0.435137 0.628403 0.0 0.0 0.1
H -11.093887 -2.369842 -0.201863 -0.1 -0.1 0.0
H -9.713943 -2.915856 -1.156289 0.0 -0.1 -0.1
H -10.514672 -1.396099 -1.554488 -0.1 0.0 -0.1
```
Positions in Å, forces in eV/Å.

Output
**2S+1**: 1
**Kohn-Sham gap**: 0.41202 Eh
**Energy relative to the best compared isomer or geometry (same formula, charge and spin)**: 0.5 kcal per mole
**Maximum force**: 0.0138 hartree/bohr
**HOMO energy**: -10.377 eV
**Electronic energy**: -27624.7636 eV

Atom charges from the Mulliken analysis, given in e for atoms 1 to 6: number 1, C, carries -1.277; number 2, C, carries -0.294; number 3, C, carries -0.620; number 4, C, carries -0.688; number 5, C, carries -0.727; number 6, C, carries -0.806

---

Which formula does entry 4 have?
C22H44O2

---

Which of these has the lowest maximum force?
C22H44O2

---

Which formula does entry 4 have?
C22H44O2